A molecular structure, C27H23MoN7S4. Source: the Open Molecules 2025 dataset; level of theory: the ωB97M-V functional and the def2-TZVPD basis.

Geometry (Å):
Mo1 -0.21379 -0.18878 0.30239
S1 -1.98652 -0.25946 1.95471
C1 -2.74686 1.31487 2.13288
C2 -3.54545 1.59745 3.23830
C3 -4.19115 2.81990 3.31838
C4 -4.06593 3.76705 2.30585
C5 -3.28385 3.49337 1.19737
C6 -2.62144 2.27426 1.14453
S2 -1.62848 1.82187 -0.24039
C7 -0.29279 3.04426 -0.16882
C8 0.77365 2.53891 -1.08225
C9 1.54922 3.40612 -1.83054
C10 2.53288 2.89109 -2.65505
C11 2.70519 1.51753 -2.71046
C12 1.89476 0.70339 -1.94446
C13 2.06643 -0.77993 -1.94240
S3 1.96068 -1.37900 -0.23515
C14 3.18280 -0.34444 0.54444
C15 4.52072 -0.53392 0.21785
C16 5.48168 0.27175 0.80324
C17 5.09677 1.24020 1.72363
C18 3.76549 1.40110 2.06716
C19 2.78056 0.60771 1.47902
S4 1.10329 0.76519 2.02757
N1 0.93449 1.19976 -1.13529
H1 -3.65544 0.86365 4.02548
H2 -4.80608 3.03788 4.18093
H3 -4.58379 4.71294 2.37837
H4 -3.19477 4.21299 0.39341
H5 -0.66723 4.01412 -0.48916
H6 0.06183 3.09537 0.86229
H7 1.37989 4.47100 -1.75536
H8 3.15791 3.54886 -3.24377
H9 3.46595 1.07321 -3.33656
H10 1.27257 -1.28366 -2.49783
H11 3.02335 -1.07231 -2.36951
H12 4.80992 -1.31158 -0.47896
H13 6.52515 0.13525 0.55629
H14 5.84541 1.86652 2.18976
H15 3.47707 2.13904 2.80454
N2 -1.25085 0.01764 -3.13085
C20 -1.64204 -1.13728 -2.56751
N3 -2.37608 -1.93742 -3.31748
C21 -2.69899 -3.11579 -2.78504
N4 -3.46963 -3.93855 -3.47717
N5 -2.27359 -3.54132 -1.56579
C22 -1.56800 -2.68063 -0.89581
N6 -1.22148 -1.43065 -1.29928
C23 -1.06554 -3.11318 0.43105
C24 -1.26404 -4.40129 0.88768
C25 -0.75694 -4.75654 2.12898
C26 -0.07489 -3.80848 2.87179
C27 0.07642 -2.53372 2.35918
N7 -0.40268 -2.19531 1.15471
H16 -1.67635 0.24959 -4.01468
H17 -0.88748 0.76427 -2.56779
H18 -3.80576 -3.66477 -4.38530
H19 -3.72619 -4.83092 -3.09082
H20 -1.81079 -5.09439 0.26679
H21 -0.89819 -5.75868 2.51006
H22 0.33262 -4.03778 3.84584
H23 0.57639 -1.74837 2.90899

**Net charge**: +2
**Relative energy (zero: lowest compared OMol25 entry of this formula, charge and spin)**: 0.0 kJ/mol
**HOMO level (alpha / beta)**: -0.47952 / -0.49157 hartree
**Orbital gap (alpha / beta)**: 6.9 / 6.7 eV
**2S+1**: 3

Here are the Löwdin charges for atoms 1 to 6, given in e: 0.903, 0.718, -0.634, -0.078, -0.038, -0.047

---

A molecular structure, C27H23N6Pd. Source: the Open Molecules 2025 dataset; level of theory: the ωB97M-V functional and the def2-TZVPD basis.

Geometry (Å):
Pd1 0.09418 0.02337 -0.15803
C1 -1.05995 -1.15506 2.62430
N1 -0.39809 0.10211 2.28823
C2 -1.12934 1.31460 2.64538
C3 -1.81539 1.94836 1.47176
N2 -1.55213 1.71207 0.21654
C4 -2.36139 2.57484 -0.51443
C5 -2.45986 2.78616 -1.88686
C6 -3.36181 3.73695 -2.32183
C7 -4.14710 4.47477 -1.42730
C8 -4.04835 4.29082 -0.06230
C9 -3.14382 3.33054 0.37018
N3 -2.77102 2.90039 1.63138
C10 -1.68515 -1.82262 1.43773
N4 -1.35934 -1.64268 0.18484
C11 -2.13279 -2.53136 -0.55437
C12 -2.16625 -2.81377 -1.91737
C13 -3.06797 -3.76472 -2.35111
C14 -3.91706 -4.43977 -1.46534
C15 -3.88034 -4.19035 -0.10821
C16 -2.97506 -3.23008 0.32181
N5 -2.66530 -2.74756 1.58097
H1 -0.33153 -1.84506 3.05553
H2 -1.84012 -1.00178 3.37720
H3 0.52604 0.12388 2.68826
H4 -1.88054 1.11032 3.41590
H5 -0.43458 2.04474 3.06590
H6 -1.83302 2.24533 -2.58050
H7 -3.45927 3.92089 -3.38377
H8 -4.83330 5.21421 -1.81710
H9 -4.63649 4.87041 0.63724
H10 -3.11639 3.26266 2.50374
H11 -1.48818 -2.33265 -2.60531
H12 -3.11506 -3.99910 -3.40642
H13 -4.59989 -5.18356 -1.85254
H14 -4.51083 -4.72512 0.58995
H15 -3.06000 -3.06870 2.44830
C17 -0.33589 0.08270 -4.67239
C18 0.98630 0.03219 -5.09228
C19 1.99682 -0.05130 -4.15393
C20 1.67874 -0.08565 -2.79489
N6 0.39369 -0.05152 -2.41441
C21 -0.58234 0.03799 -3.31390
C22 2.67142 -0.14120 -1.70471
C23 4.04349 -0.09370 -1.95412
C24 4.95129 -0.11270 -0.90990
C25 4.49890 -0.18660 0.39814
C26 3.13340 -0.24796 0.65402
C27 2.20862 -0.21266 -0.37982
H16 -1.15368 0.15191 -5.37561
H17 1.22719 0.06076 -6.14664
H18 3.02648 -0.08737 -4.47512
H19 -1.59293 0.07096 -2.92619
H20 4.41579 -0.04130 -2.96899
H21 6.01223 -0.07236 -1.11752
H22 5.20855 -0.20045 1.21587
H23 2.81180 -0.33313 1.68713

**Net charge**: +1
**Relative energy (zero: lowest compared OMol25 entry of this formula, charge and spin)**: 20.4 kJ/mol
**HOMO level (alpha / beta)**: -0.37036 / -0.39784 hartree
**Orbital gap (alpha / beta)**: 7.9 / 7.3 eV
**2S+1**: 3

Here are the Löwdin charges for atoms 1 to 6, given in e: 0.963, -0.112, -0.085, -0.116, -0.307, 0.099

---

A molecular structure, C27H24AsF3O3PS5SbTc at a distorted geometry. Source: the Open Molecules 2025 dataset; level of theory: the ωB97M-V functional and the def2-TZVPD basis.

Geometry (Å):
Tc1 -0.04673 0.28411 0.45062
S1 1.17694 0.77018 4.90385
Sb1 -0.81988 1.06388 3.87512
S2 -1.00984 -0.79658 2.07684
S3 -0.22482 2.10632 1.59675
S4 -2.91272 1.60647 4.37950
F1 3.19917 2.24794 -2.35788
C1 3.11850 1.51423 -1.28830
F2 2.77475 2.25265 -0.23598
F3 4.21301 0.85755 -1.04385
S5 1.71586 0.29773 -1.53251
O1 0.48008 1.15485 -1.46036
O2 1.88445 -0.53299 -2.65551
O3 1.64874 -0.43194 -0.15534
C2 -3.68876 -0.14774 0.12313
C3 -4.11961 0.97849 1.05698
As1 -5.96468 0.72654 1.67143
C4 -6.07734 -0.77256 2.75042
C5 -4.91887 -1.27106 3.38563
C6 -5.02592 -2.40957 4.14772
C7 -6.28064 -3.00994 4.33714
C8 -7.43448 -2.48768 3.74110
C9 -7.34868 -1.35137 2.97012
C10 -7.03986 0.55249 0.13516
C11 -7.30176 1.70849 -0.61523
C12 -8.04171 1.59665 -1.77454
C13 -8.53137 0.35022 -2.16911
C14 -8.26497 -0.79562 -1.41584
C15 -7.53846 -0.70573 -0.24394
P1 -2.14205 0.28230 -0.75193
C16 -1.72562 -1.14755 -1.73323
C17 -1.29652 -1.02812 -3.06369
C18 -0.95871 -2.16439 -3.77241
C19 -1.02040 -3.41562 -3.16287
C20 -1.41730 -3.53834 -1.83519
C21 -1.76360 -2.41143 -1.11270
C22 -2.57078 1.71017 -1.74041
C23 -2.29017 3.01800 -1.34706
C24 -2.71317 4.07901 -2.13268
C25 -3.40501 3.83715 -3.31380
C26 -3.70183 2.53628 -3.70042
C27 -3.29382 1.46679 -2.91878
H1 -4.39695 -0.28530 -0.69741
H2 -3.57401 -1.09990 0.63864
H3 -4.10728 1.94689 0.55158
H4 -3.50711 1.05450 1.95552
H5 -3.96185 -0.76944 3.28515
H6 -4.14613 -2.82857 4.62078
H7 -6.36376 -3.87013 4.99094
H8 -8.39529 -2.95749 3.90624
H9 -8.24167 -0.91232 2.54752
H10 -6.95605 2.68128 -0.28499
H11 -8.26349 2.48248 -2.35785
H12 -9.14211 0.27225 -3.06042
H13 -8.63563 -1.75974 -1.73872
H14 -7.34294 -1.59082 0.34172
H15 -1.23672 -0.05713 -3.54046
H16 -0.63510 -2.07497 -4.80398
H17 -0.75132 -4.30286 -3.72726
H18 -1.45814 -4.51344 -1.36499
H19 -2.05966 -2.51740 -0.07514
H20 -1.73697 3.21476 -0.44318
H21 -2.49300 5.09372 -1.82887
H22 -3.70922 4.66799 -3.93844
H23 -4.24513 2.34981 -4.62162
H24 -3.53858 0.45607 -3.22194

**Net charge**: +3
**Relative energy (zero: lowest compared OMol25 entry of this formula, charge and spin)**: 0.0 kJ/mol
**HOMO level (alpha / beta)**: -0.58329 / -0.58328 hartree
**Orbital gap (alpha / beta)**: 2.8 / 2.8 eV
**2S+1**: 1

Here are the Löwdin charges for atoms 1 to 6, given in e: 0.673, 0.033, 0.104, 0.184, 0.253, -0.003

---

A molecular structure, C27H24AsO4ReS4. Source: the Open Molecules 2025 dataset; level of theory: the ωB97M-V functional and the def2-TZVPD basis.

Geometry (Å):
Re1 -0.52935 2.22269 -0.56882
S1 -2.09386 2.11022 1.13505
C1 -2.04853 0.50186 1.88778
C2 -2.64709 0.36909 3.13862
C3 -2.74737 -0.88065 3.72436
C4 -2.27491 -2.01058 3.06835
C5 -1.68034 -1.88331 1.82398
C6 -1.54183 -0.62423 1.24760
As1 -0.77463 -0.33760 -0.48756
C7 0.91055 -1.26441 -0.60587
C8 1.60544 -1.18790 -1.81041
C9 2.81236 -1.85281 -1.95279
C10 3.32727 -2.59240 -0.89613
C11 2.64785 -2.64364 0.31075
C12 1.44291 -1.97211 0.46504
C13 -1.96675 -1.20753 -1.72421
C14 -3.27734 -0.74760 -1.81774
C15 -4.18156 -1.41982 -2.62354
C16 -3.77933 -2.54597 -3.33009
C17 -2.47544 -3.00728 -3.22628
C18 -1.56390 -2.34200 -2.41887
H1 -3.04278 1.24169 3.64151
H2 -3.21504 -0.97679 4.69509
H3 -2.37501 -2.98668 3.52259
H4 -1.33529 -2.76641 1.29941
H5 1.21258 -0.61348 -2.64220
H6 3.34824 -1.79507 -2.89072
H7 4.26330 -3.12206 -1.01497
H8 3.05502 -3.20582 1.14131
H9 0.93748 -1.99974 1.42149
H10 -3.60135 0.12024 -1.25399
H11 -5.20088 -1.06553 -2.69675
H12 -4.48700 -3.06841 -3.95966
H13 -2.16422 -3.88863 -3.77043
H14 -0.54784 -2.70888 -2.34123
C19 -2.94558 5.79063 -3.20045
O1 -2.64989 4.38325 -3.39261
C20 -2.02584 3.75315 -2.45442
S2 -1.50738 4.40682 -0.97952
S3 -1.64924 2.09177 -2.65130
H15 -3.52935 6.07622 -4.06737
H16 -2.01388 6.35122 -3.15884
H17 -3.52205 5.92335 -2.28695
C21 3.81336 -1.52522 3.61549
C22 3.41536 -0.40491 2.70017
C23 2.30041 0.38083 2.97220
C24 1.91527 1.39815 2.11119
C25 2.65133 1.61057 0.95722
C26 3.77230 0.84772 0.66117
C27 4.14967 -0.14922 1.54073
S4 2.17026 2.85553 -0.19555
O2 0.96190 3.53029 0.41478
O3 3.27174 3.66138 -0.57284
O4 1.49807 2.11959 -1.34601
H18 3.35993 -1.41874 4.59935
H19 4.89529 -1.56828 3.73669
H20 3.49341 -2.48633 3.20478
H21 1.73096 0.20884 3.87734
H22 1.06084 2.02333 2.33753
H23 4.34423 1.03662 -0.23824
H24 5.02755 -0.74503 1.32476

**Net charge**: +1
**Relative energy (zero: lowest compared OMol25 entry of this formula, charge and spin)**: 0.0 kJ/mol
**HOMO level (alpha / beta)**: -0.39611 / -0.42522 hartree
**Orbital gap (alpha / beta)**: 7.6 / 6.7 eV
**2S+1**: 4

Here are the Löwdin charges for atoms 1 to 6, given in e: 0.764, 0.596, -0.644, -0.105, -0.056, -0.061